This record from OMol25 describes a 10-piece molecular cluster, C31H73BrO15P2 overall. The level of theory is the ωB97M-V functional and the def2-TZVPD basis.

## Properties
M in g mol⁻¹: 827.8
Total charge: 0
SMILES: C#C[C@@H]1OC(=O)[C@@H](P(O)Br)[C@]1(CCCCCOC(C)=O)[PH2]=O.CCO.CCO.CCO.CCO.CCO.CCO.CCO.CCO.CCO
Orbital gap in eV: 9.344
HOMO level in Eh: -0.33819
Spin multiplicity: 1
LUMO in eV: 0.14

```
122
Properties=species:S:1:pos:R:3:forces:R:3:mulliken_charge:R:1
C 1.606 3.039 -2.109 0.80 -0.56 0.74 0.2274
C 2.321 2.262 -1.536 -0.42 0.45 -0.88 -1.7812
C 3.178 1.432 -0.726 -0.80 0.15 0.86 0.1244
O 4.565 1.501 -1.080 0.24 0.00 -1.52 -0.3304
C 5.027 0.222 -1.172 -0.75 -0.36 1.73 -0.0495
O 5.786 -0.219 -1.960 0.73 0.24 -0.32 -0.5321
C 4.246 -0.509 -0.042 0.30 -0.39 0.22 0.2526
P 4.902 0.251 1.549 0.10 1.37 0.22 0.0469
O 3.688 0.135 2.661 0.83 -0.89 -0.37 -0.4145
Br 6.445 -1.283 2.160 -0.57 -0.05 -0.13 -0.2055
C 2.827 -0.051 -0.523 1.14 -1.52 0.10 0.8493
C 1.638 -0.362 0.390 0.42 1.37 -0.11 -1.6288
C 0.267 -0.074 -0.231 -0.48 -1.70 0.22 -0.7729
C -0.784 -1.052 0.387 -0.39 1.38 -0.36 -0.3116
C -1.863 -0.287 1.184 0.12 -0.74 -0.09 -0.8481
C -3.267 -0.834 0.984 0.44 0.55 0.44 -0.8300
O -3.895 -0.100 -0.086 0.19 0.09 0.05 -0.2244
C -5.206 -0.324 -0.175 -0.99 0.13 -0.63 0.4710
C -5.950 0.555 -1.144 0.63 -0.25 -0.09 -0.6541
O -5.791 -1.155 0.466 0.06 -0.55 0.64 -0.5747
P 2.610 -1.091 -2.075 -1.21 1.00 -0.64 0.5379
O 2.154 -0.267 -3.212 0.16 -0.02 -0.48 -0.6747
H 1.074 3.843 -2.524 -0.39 0.30 -0.41 0.6523
H 3.086 1.863 0.277 0.14 0.03 0.21 0.4999
H 4.426 -1.582 0.010 -0.16 -0.10 -0.40 0.8200
H 3.623 -0.778 2.980 -0.41 0.02 0.16 0.3004
H 1.736 0.289 1.258 0.03 -0.15 0.25 0.2943
H 1.755 -1.380 0.753 -0.23 -0.23 -0.12 0.7186
H 0.234 -0.236 -1.307 0.33 0.20 -0.14 0.5103
H -0.051 0.944 -0.059 0.19 0.29 0.01 0.4310
H -1.307 -1.599 -0.394 0.13 -0.09 -0.25 0.3748
H -0.309 -1.795 1.012 0.02 -0.12 0.15 0.0954
H -1.607 -0.352 2.239 -0.12 0.05 0.22 0.3875
H -1.902 0.771 0.938 0.14 0.12 -0.13 0.4524
H -3.823 -0.634 1.893 -0.39 -0.28 0.05 0.5047
H -3.270 -1.891 0.744 -0.07 -0.19 0.11 0.4093
H -6.291 1.448 -0.639 0.07 0.28 0.02 0.1807
H -6.828 0.028 -1.490 -0.14 -0.13 0.01 0.2287
H -5.328 0.820 -1.990 0.05 0.29 -0.08 0.3034
H 1.620 -2.050 -1.729 0.49 -0.12 0.40 -0.0675
H 3.783 -1.834 -2.324 -0.06 -0.02 0.39 0.1413
C -1.050 -6.146 2.253 -0.09 -0.01 0.12 -1.2196
C -0.460 -4.749 2.197 -0.35 -0.08 0.35 -0.2310
O -1.463 -3.795 1.840 0.15 0.11 -0.11 -0.3245
H -1.481 -6.413 1.293 0.08 0.01 -0.05 0.2559
H -0.288 -6.883 2.515 -0.03 -0.01 0.02 0.3139
H -1.852 -6.196 2.996 0.12 0.00 0.12 0.4273
H 0.323 -4.695 1.445 -0.09 0.09 -0.09 0.2072
H -0.030 -4.471 3.167 0.08 -0.06 -0.02 0.3589
H -2.154 -3.835 2.508 -0.05 -0.04 0.00 0.2305
C -9.064 0.439 -4.140 -0.04 0.09 0.03 -0.8811
C -7.954 0.565 -5.167 0.01 -0.25 0.29 -0.3324
O -6.683 0.673 -4.534 0.07 0.18 -0.21 -0.4727
H -9.059 1.301 -3.472 0.03 0.03 -0.05 0.1264
H -10.040 0.369 -4.622 0.00 -0.04 0.02 0.3625
H -8.918 -0.451 -3.522 -0.05 -0.05 -0.07 0.3328
H -8.091 1.464 -5.768 0.12 0.02 0.00 0.2899
H -7.949 -0.300 -5.839 -0.11 0.07 -0.09 0.2862
H -6.553 -0.122 -4.010 0.03 0.00 0.05 0.2791
C 4.909 5.782 -3.608 -0.01 -0.09 0.06 -0.8599
C 3.483 5.706 -4.117 0.13 0.26 0.22 -0.3193
O 2.553 5.722 -3.034 -0.16 -0.09 -0.12 -0.4683
H 5.111 4.945 -2.938 0.01 -0.05 -0.07 0.1784
H 5.625 5.754 -4.430 0.03 0.03 0.04 0.3416
H 5.071 6.700 -3.038 0.02 0.06 -0.11 0.3220
H 3.324 4.777 -4.663 -0.12 -0.02 0.07 0.3015
H 3.264 6.543 -4.789 0.05 -0.07 -0.10 0.2854
H 2.677 6.543 -2.550 0.02 0.03 0.01 0.2558
C 7.631 -4.449 4.696 0.05 0.06 -0.02 -1.0039
C 6.421 -3.983 5.484 0.03 -0.45 -0.06 -0.1517
O 5.258 -4.714 5.102 -0.11 0.20 -0.04 -0.4873
H 7.457 -4.324 3.626 -0.01 0.08 0.01 0.2311
H 8.522 -3.885 4.976 0.02 -0.04 -0.01 0.3087
H 7.821 -5.510 4.870 0.04 0.03 0.09 0.3811
H 6.221 -2.930 5.292 -0.12 -0.02 -0.01 0.2568
H 6.584 -4.112 6.560 0.12 0.13 0.00 0.1894
H 5.429 -5.644 5.283 -0.02 -0.02 0.09 0.2775
C -0.471 -6.783 -2.799 -0.04 -0.02 0.03 -1.1965
C -0.240 -5.636 -1.834 0.23 -0.25 -0.03 -0.0402
O -0.012 -6.114 -0.507 -0.01 0.11 -0.25 -0.4133
H -1.325 -7.381 -2.480 -0.04 0.05 -0.01 0.3011
H -0.657 -6.415 -3.809 0.02 -0.02 0.00 0.3543
H 0.397 -7.447 -2.825 0.04 0.06 -0.07 0.3314
H -1.114 -4.988 -1.794 0.02 0.02 0.14 0.2777
H 0.620 -5.036 -2.150 -0.09 0.08 -0.09 0.1578
H 0.766 -6.679 -0.533 0.00 -0.05 0.00 0.2311
C 8.620 3.845 -1.595 0.00 0.01 -0.06 -0.9269
C 9.165 5.249 -1.789 -0.31 -0.08 0.24 -0.3033
O 8.134 6.152 -2.181 0.16 0.05 -0.17 -0.4941
H 8.156 3.486 -2.514 0.05 -0.01 -0.02 0.2461
H 9.412 3.152 -1.307 -0.03 -0.01 0.02 0.3787
H 7.849 3.833 -0.819 0.06 -0.02 0.06 0.2654
H 9.917 5.261 -2.576 -0.04 0.11 -0.04 0.2892
H 9.627 5.613 -0.865 0.14 -0.07 -0.04 0.2634
H 7.470 6.154 -1.486 -0.05 0.00 0.00 0.2788
C 3.256 -7.347 7.740 0.02 -0.01 -0.05 -0.9684
C 4.602 -7.953 8.093 -0.11 0.33 0.11 -0.2649
O 5.674 -7.104 7.686 0.07 -0.12 -0.20 -0.4911
H 3.188 -7.172 6.665 -0.01 -0.05 -0.01 0.2310
H 2.439 -8.004 8.041 -0.01 0.03 0.01 0.3469
H 3.126 -6.381 8.233 -0.03 -0.04 0.07 0.3225
H 4.738 -8.906 7.585 0.12 0.03 -0.02 0.2832
H 4.675 -8.125 9.172 -0.06 -0.13 -0.02 0.2633
H 5.567 -6.263 8.140 0.01 0.04 0.01 0.2755
C -8.452 5.040 -2.943 -0.17 -0.03 0.05 -1.0837
C -7.672 4.316 -1.862 0.21 0.07 -0.53 -0.1771
O -7.083 3.126 -2.386 -0.20 0.00 0.34 -0.3248
H -9.232 4.391 -3.344 0.00 -0.03 0.06 0.2981
H -8.912 5.948 -2.557 0.04 0.05 -0.09 0.2961
H -7.797 5.311 -3.775 0.03 0.10 0.06 0.3326
H -8.331 4.027 -1.043 0.07 -0.15 0.00 0.2849
H -6.881 4.958 -1.458 -0.12 0.09 0.08 0.1885
H -6.494 3.381 -3.101 0.00 -0.12 -0.08 0.2178
C -8.298 8.634 0.657 -0.05 -0.02 0.03 -1.2325
C -7.934 7.507 -0.293 0.23 0.41 0.02 -0.0189
O -7.803 7.993 -1.627 -0.13 -0.20 -0.01 -0.5121
H -9.233 9.103 0.347 -0.03 -0.06 0.01 0.3174
H -8.410 8.267 1.678 0.02 0.03 0.01 0.3356
H -7.529 9.409 0.648 0.05 -0.05 0.07 0.3442
H -8.713 6.746 -0.295 0.01 -0.01 -0.14 0.2572
H -6.993 7.034 0.008 -0.08 -0.08 0.13 0.2332
H -7.107 8.656 -1.625 0.01 0.04 -0.05 0.2823
```
Positions in Å, forces in eV/Å.